Entry 1:
50
Properties=species:S:1:pos:R:3:lowdin_charge:R:1 method="wB97M-V/def2-TZVPD" homo_lumo_gap_ev=10.97 energy_ev=-29170.146 total_charge=+1 homo_energy_ev=-13.3914 lumo_ev=-2.42
C 0.76398 -1.25356 2.75361 -0.12
C 1.11742 -2.52845 1.95730 -0.24
C 1.81619 -2.35273 0.58891 -0.17
C 1.60918 -0.99918 -0.09667 -0.16
N 0.40034 -0.76710 -0.91140 0.09
C 0.33438 -0.83245 -2.19513 -0.21
N 1.29132 -1.35935 -3.00484 0.13
H -0.14400 -0.73644 2.46759 0.06
H 0.75822 -1.32361 3.85156 0.08
H 1.57443 -0.49788 2.59941 0.05
H 1.77424 -3.06091 2.68212 0.11
H 0.23506 -3.19529 1.96134 0.11
H 1.48309 -3.24662 -0.00922 0.12
H 2.85466 -2.61735 0.68982 0.10
H 1.67364 -0.17881 0.64114 0.10
H 2.49935 -0.88794 -0.74009 0.12
H -0.35323 -0.16508 -0.45949 0.16
H -0.41001 -0.26984 -2.75687 0.17
H 2.00713 -1.96705 -2.68289 0.09
H 0.85501 -1.87045 -3.87210 0.17
H 4.30928 0.57162 2.15784 0.07
H 3.70754 1.29152 3.34745 0.07
O 3.64385 1.23431 2.38939 -0.04
H 2.00589 2.62510 -0.66681 0.01
H 1.47072 2.19466 -1.98025 0.07
O 1.33257 2.03336 -1.03391 -0.06
H -3.39617 -2.70785 -1.19617 0.05
H -2.68642 -1.88939 0.01352 0.01
O -2.62521 -2.66861 -0.54093 -0.10
H -2.77722 0.97747 -0.59498 0.02
H -2.63615 0.62055 0.86955 0.04
O -2.73308 0.20663 -0.00481 -0.08
H -1.69605 -2.59457 -2.01420 0.01
H -0.79116 -3.74765 -2.21327 0.09
O -0.86108 -2.80054 -2.49223 -0.10
H -2.02999 3.26383 -0.99947 0.02
H -0.77533 2.41179 -1.11335 -0.01
O -1.67514 2.49352 -1.42577 -0.05
H 0.24430 3.39429 1.00142 0.06
H -0.65527 4.59923 0.78025 0.08
O -0.61720 3.65454 0.68358 -0.02
H 3.21569 2.75649 1.40235 0.02
H 3.64857 4.09499 0.74097 0.03
O 3.20825 3.29045 0.58510 -0.04
H -2.24879 3.16004 0.83839 0.00
H -3.73707 3.11466 1.33907 0.06
O -2.97719 2.56267 1.13477 -0.07
H -4.29945 -0.70338 -1.36604 0.05
H -5.21005 -1.79651 -1.26093 0.06
O -4.49907 -1.53313 -1.84459 -0.04

=====

Entry 2:
12
Properties=species:S:1:pos:R:3:lowdin_charge:R:1 method="wB97M-V/def2-TZVPD" homo_lumo_gap_ev=9.31 energy_ev=-9922.462 total_charge=0 homo_energy_ev=-8.3207 smiles="C=C=NN/C=C/F" lumo_ev=0.99
C -0.84546 -1.71183 -0.03934 0.00
C -1.36539 -0.51593 -0.00320 -0.20
N -1.71942 0.67564 0.02497 0.06
N -0.59921 1.53560 0.05217 -0.07
C 0.69532 1.07056 -0.19866 -0.14
C 1.32624 0.05398 0.35343 -0.14
F 2.56535 -0.22791 -0.13939 0.00
H -0.48535 -2.15980 0.85674 0.06
H -0.77016 -2.30672 -0.90068 0.05
H -0.88296 2.49082 -0.34673 0.16
H 1.20788 1.60138 -0.87062 0.08
H 0.87316 -0.50581 1.21130 0.13

=====

Entry 3:
44
Properties=species:S:1:pos:R:3:lowdin_charge:R:1 method="wB97M-V/def2-TZVPD" homo_lumo_gap_ev=9.29 energy_ev=-27046.573 total_charge=0 homo_energy_ev=-9.5556 smiles="CCCC(=O)NCN.O.O.O.O.O.O.O.O" lumo_ev=-0.26
C -0.45494 1.41254 2.57599 -0.10
C -1.74247 0.72616 2.24014 -0.20
C -1.82112 -0.01615 0.86902 -0.11
C -0.56700 0.24991 0.04224 -0.50
O -0.37538 1.35699 -0.44616 0.00
N 0.41873 -0.67689 0.00574 0.10
C 1.70256 -0.54487 -0.68201 -0.26
N 1.93162 -1.69647 -1.53794 0.03
H 0.10348 0.83931 3.31633 0.07
H 0.19903 1.87250 1.90130 0.04
H -0.77154 2.17616 3.30733 0.09
H -2.68885 1.17257 2.47077 0.10
H -1.70679 -0.15743 2.91960 0.10
H -2.61928 0.43588 0.23520 0.12
H -2.03255 -1.06562 0.87687 0.07
H 0.44347 -1.46641 0.63085 0.08
H 1.63913 0.28434 -1.39616 0.10
H 2.59798 -0.23089 -0.09165 0.12
H 2.32376 -2.50032 -1.04918 0.07
H 1.10735 -1.90713 -2.06796 0.06
O -0.86611 -3.09856 0.42293 -0.04
H -1.41977 -3.39106 1.13998 0.06
H -1.25058 -3.18654 -0.45389 0.06
O 1.69277 -3.11299 1.54867 -0.06
H 1.88759 -3.00183 2.49858 0.02
H 0.79305 -3.43407 1.61925 0.00
O 3.10725 2.03710 1.26120 -0.06
H 3.72165 2.00218 0.49325 0.06
H 2.32441 1.74347 0.79225 -0.01
O -0.32278 2.55488 -2.96274 -0.06
H 0.25511 3.30762 -2.85322 0.06
H -0.19672 1.93847 -2.23384 0.00
O -0.44492 -0.02921 -4.07083 -0.06
H -0.53538 0.90992 -4.28324 0.02
H 0.34318 0.03047 -3.50863 0.02
O -2.40449 -1.11668 -1.73521 -0.04
H -1.71853 -0.47759 -1.96201 0.02
H -3.26246 -0.71296 -1.82720 0.05
O 1.28307 -1.76916 3.86285 -0.06
H 0.41921 -2.14315 3.56547 0.06
H 1.61723 -1.31702 3.06738 0.04
O -1.40886 4.04386 -0.98758 -0.08
H -1.45180 3.25010 -0.46148 -0.01
H -1.25187 3.73175 -1.91121 0.01

=====

Entry 4:
15
Properties=species:S:1:pos:R:3:lowdin_charge:R:1 method="wB97M-V/def2-TZVPD" homo_lumo_gap_ev="9.08 / 8.01" energy_ev=-21107.892 total_charge=0 homo_energy_ev="-9.6844 / -8.7198" lumo_ev="-0.61 / -0.71"
C 0.99884 0.21688 0.27637 -0.07
C 1.41995 -0.88568 -0.60415 -0.18
C -0.42206 0.53710 -0.31063 -0.31
N -0.83011 1.81375 -0.11377 -0.05
N -1.84760 -0.82052 0.90755 0.08
O 0.92650 -0.38639 -1.80515 0.00
O -0.40143 0.18995 -1.57300 0.09
F -2.13609 1.93798 -0.45889 0.07
F -0.74854 2.23587 1.18425 0.07
F -1.99741 -1.97175 0.08188 -0.11
F -0.95323 -1.27872 1.89344 -0.12
H 1.02710 -0.13040 1.34011 0.13
H 1.54500 1.21461 0.15944 0.16
H 2.46136 -0.97456 -0.78942 0.15
H 0.95772 -1.69815 -0.18805 0.10

=====

Relative energy (zero: lowest compared OMol25 entry of this formula, charge and spin)? In order: 2.492, 4.342, 3.473, 0.789 eV.